# 1
Molecular formula: C4H3O2
Method: DFT, wB97M-V/def2-TZVPD

The value obtained for the total energy is -304.62918 a.u. The multiplicity is 1. Its charge is -1. The LUMO energy comes out at 4.40 eV. For the HOMO-LUMO gap, the calculation gives 6.88 eV. As for the maximum force: 3.0 eV/A.

```
9
Properties=species:S:1:pos:R:3:mulliken_charge:R:1
O 2.0029 -1.6110 0.0157 -0.226
O 2.1515 1.4398 -0.0064 -0.737
C 1.0591 0.8970 -0.0124 0.865
C -0.0767 0.5411 0.2852 -0.639
C -1.4349 0.0292 0.1260 -0.865
C 1.6973 -0.9772 -0.9132 -0.013
H -1.5844 -0.9239 0.8132 0.178
H -2.2624 0.7559 0.6440 0.180
H -1.5525 -0.1508 -0.9521 0.257
```

# 2
Molecular formula: C3H8N2O2S
Method: DFT, wB97M-V/def2-TZVPD

The value obtained for the total energy is -777.15637 a.u. The multiplicity is 1. The LUMO energy comes out at 0.75 eV. For the HOMO-LUMO gap, the calculation gives 9.82 eV. As for the maximum force: 3.6 eV/A.

```
16
Properties=species:S:1:pos:R:3:mulliken_charge:R:1
S 0.6342 0.5172 0.6640 0.587
O 0.0479 -0.6334 -0.4461 -0.286
O 0.9989 -0.3133 1.7697 -0.574
N 2.9381 -0.2309 -0.5024 -0.574
N 1.9653 0.7433 -0.3564 -0.144
C -1.1807 -1.1147 -0.0101 -0.361
C -2.1627 -0.0328 0.3738 -0.233
C -2.0127 1.1805 -0.2527 -0.589
H 2.9103 -0.6005 -1.5538 0.257
H 2.4561 1.6662 -0.3222 0.256
H -2.7282 1.9618 0.0134 0.259
H 2.9320 -0.9314 0.3110 0.280
H -1.3730 1.4435 -1.1213 0.280
H -1.0091 -1.5970 0.9763 0.277
H -1.5311 -1.8496 -0.7768 0.295
H -2.8854 -0.2090 1.2337 0.270
```

# 3
Molecular formula: H8O4
Method: DFT, wB97M-V/def2-TZVPD

The value obtained for the total energy is -305.70669 a.u. The multiplicity is 1. The LUMO energy comes out at 0.36 eV. For the HOMO-LUMO gap, the calculation gives 11.12 eV. As for the maximum force: 6.3 eV/A. Its structure (SMILES) is O.O.O.O.

```
12
Properties=species:S:1:pos:R:3:mulliken_charge:R:1
O 9.0350 47.1930 44.5590 -0.668
O 11.1620 48.8180 43.6030 -0.671
O 11.4280 48.9370 40.3820 -0.665
O 13.4220 48.2460 45.1570 -0.741
H 13.5990 47.2280 45.1230 0.368
H 11.6780 49.9660 40.4500 0.328
H 8.9410 47.1170 43.6640 0.322
H 11.8830 48.6090 44.3220 0.361
H 11.3450 48.5030 41.2230 0.328
H 8.6440 48.0180 44.5960 0.332
H 12.8940 48.2770 46.0400 0.367
H 10.3890 48.4970 43.8950 0.341
```

# 4
Molecular formula: C43H68ClN7O12
Method: DFT, wB97M-V/def2-TZVPD

The value obtained for the total energy is -3425.78871 a.u. The multiplicity is 1. The LUMO energy comes out at -0.49 eV. For the HOMO-LUMO gap, the calculation gives 8.58 eV. As for the maximum force: 1.4 eV/A. Its structure (SMILES) is CCOC(=O)CCCc1cc(N)cc2c1C(=O)c1c(CC(=O)O)cc(C[C@@H](C)Cl)cc1C2=O.CNC(C)=O.CNC(C)=O.CNC(C)=O.CNC(C)=O.CNC(C)=O.CNC(C)=O.

```
131
Properties=species:S:1:pos:R:3:mulliken_charge:R:1
Cl -3.3746 4.1802 1.5634 -0.208
O 1.1781 -2.0539 -0.5030 -0.616
O -1.7955 5.8883 -1.8490 -0.657
O 6.2834 -1.4449 -1.8151 -0.536
O 10.7263 -2.1174 2.0876 -0.630
O -5.6764 -6.2658 1.1361 -0.683
O 1.4728 -1.1212 2.9148 -0.634
O 0.2085 1.8737 3.8086 -0.590
O -6.8936 -4.7959 -3.8854 -0.630
O 6.8039 0.4025 -0.6717 -0.306
O -0.5894 -1.5859 2.2277 -0.498
O -2.7215 -2.1734 -3.1656 -0.615
O -1.9472 5.3413 6.6065 -0.543
N 0.9227 1.1230 5.7868 -0.098
N -1.2081 5.0917 -3.8616 -0.143
N -2.5493 6.9291 5.1459 -0.098
N -4.3013 -5.2459 -0.3156 -0.059
N -7.9800 -6.0271 -2.3613 -0.083
N 11.4989 -4.2071 1.8328 -0.173
N 1.0084 -1.6652 -6.9996 -0.626
C -6.3224 -4.0762 0.4196 -1.245
C -0.5656 0.2331 0.2620 0.326
C 10.5269 -3.3177 2.1731 0.775
C -2.9208 7.3208 7.5394 -1.389
C -9.0546 -5.6026 -4.5255 -1.380
C 0.8510 -1.6294 -5.5708 0.023
C 0.6229 0.2846 1.1932 -0.730
C -2.4316 6.4455 6.4095 0.801
C -4.3645 4.3195 -0.9619 -1.137
C -0.3989 -1.6254 -4.9550 -1.088
C -1.6725 1.0381 0.5364 -0.601
C -3.4890 3.4391 -0.0800 0.527
C -3.0939 8.2034 4.7162 -0.885
C -0.4582 -1.5640 -3.5760 0.482
C -0.6349 3.0267 5.7265 -1.223
C 4.8939 0.4657 -2.1033 -0.945
C -3.8421 -4.1750 -1.1883 -0.758
C 8.2072 0.4420 -0.9754 -0.287
C 1.0320 1.0805 7.2313 -0.904
C 11.4438 -5.6562 1.8675 -0.817
C -5.4170 -5.2848 0.4535 0.739
C -7.8877 -5.4359 -3.5802 0.923
C 2.0017 -1.5762 -4.7927 -0.466
C -0.9077 5.5689 -2.6251 0.855
C -0.6279 -0.5738 -0.8786 0.275
C -3.9569 1.9700 0.0228 -1.398
C -0.2960 4.6621 -4.9056 -0.885
C -2.7978 1.0414 -0.2872 0.751
C 0.1894 1.9746 5.0301 0.673
C 3.2463 -1.4330 -2.6209 -0.493
C 1.9505 -1.5228 -3.3950 0.960
C 0.4962 -1.4510 -1.2998 0.158
C 0.5523 5.6810 -2.2572 -1.405
C -2.8656 0.2056 -1.4012 -1.313
C -1.7668 -0.5985 -1.6871 0.916
C 4.1298 -0.2817 -3.1766 -0.648
C 0.6959 -1.5217 -2.7755 -0.577
C -9.0684 -6.8175 -1.8177 -0.938
C 6.0513 -0.3073 -1.5493 0.559
C 9.2086 -3.8776 2.6528 -1.271
C 9.0199 0.0859 0.2726 -0.957
C 0.5707 -0.8557 2.1884 0.604
C -1.7630 -1.5124 -2.8596 -0.286
H 4.2617 0.7851 -1.2752 0.309
H -3.7415 -6.0814 -0.2505 0.209
H 3.0598 -1.2867 -1.5669 0.397
H -2.7590 6.7964 8.4758 0.300
H 10.4771 -5.9990 2.2188 0.314
H -7.1693 -4.2555 1.0752 0.256
H 4.7719 -0.6218 -3.9824 0.268
H -0.4628 -2.3900 1.7090 0.366
H -7.1662 -5.8770 -1.7849 0.097
H 0.2438 -1.1501 -7.4168 0.286
H 3.8023 -2.3522 -2.7829 0.357
H -9.4477 -6.3488 -0.9083 0.277
H -2.3701 8.2618 7.5646 0.373
H -2.4884 3.4686 -0.4933 0.189
H -3.9395 8.0373 4.0471 0.281
H 9.4097 -0.9204 0.1763 0.203
H 2.0725 1.2237 7.5285 0.291
H 12.2175 -6.0413 2.5340 0.281
H -8.7089 -7.8154 -1.5630 0.302
H 8.3340 0.0767 1.1142 0.291
H -3.7357 0.1916 -2.0390 0.461
H 5.3054 1.3793 -2.5362 0.409
H 12.3512 -3.7692 1.5215 0.231
H -0.4854 3.6168 -5.1559 0.282
H -4.3828 1.7642 0.9986 0.506
H -0.0051 3.6975 6.3063 0.408
H -3.9861 7.5279 7.4329 0.359
H -2.2066 6.2973 4.4387 0.163
H 8.4520 -0.2451 -1.7802 0.370
H 1.4422 0.4462 5.2456 0.213
H -2.1979 5.0422 -4.0444 0.224
H -8.8285 -5.0758 -5.4472 0.295
H 3.4461 0.4411 -3.6248 0.606
H 11.6181 -6.0586 0.8681 0.279
H 0.7350 4.7640 -4.5858 0.333
H -9.8789 -6.9063 -2.5329 0.388
H 1.5662 0.2435 0.6653 0.025
H -1.1533 3.6050 4.9746 0.158
H -9.2178 -6.6563 -4.7545 0.361
H 1.0337 4.7027 -2.2888 0.354
H 9.3483 -4.4746 3.5547 0.387
H 0.4263 1.8556 7.6882 0.338
H -2.8589 -3.8369 -0.8556 0.251
H 2.9699 -1.5674 -5.2683 0.424
H -2.3325 8.7680 4.1759 0.297
H -1.3745 2.5691 6.3826 0.381
H 9.8000 0.8085 0.4820 0.342
H 8.4775 1.4349 -1.3325 0.258
H -6.6904 -3.9091 -0.5948 0.394
H -3.7700 4.9650 -1.5984 0.222
H -9.9634 -5.1814 -4.0942 0.362
H -3.7585 -4.5385 -2.2113 0.241
H -4.6917 1.8270 -0.7628 0.299
H 0.6989 0.1083 7.5988 0.294
H -1.2990 -1.6624 -5.5505 0.535
H 0.4987 1.1845 1.7846 0.632
H -5.0117 3.7428 -1.6226 0.285
H 0.6235 6.0724 -1.2473 0.302
H -4.5267 -3.3357 -1.1727 0.280
H -0.4484 5.2653 -5.8020 0.296
H 8.7463 -4.4923 1.8796 0.355
H 8.5458 -3.0491 2.8814 0.282
H 1.0693 6.3612 -2.9349 0.421
H -5.0214 4.9666 -0.3874 0.342
H -1.6494 1.6981 1.3950 0.815
H 0.9967 -2.6213 -7.3298 0.268
H -5.7987 -3.1841 0.7639 0.391
H -3.4280 8.7890 5.5655 0.341
```

# 5
Molecular formula: C4H6N2O
Method: DFT, wB97M-V/def2-TZVPD

The value obtained for the total energy is -340.76052 a.u. The multiplicity is 1. The LUMO energy comes out at 0.92 eV. For the HOMO-LUMO gap, the calculation gives 8.55 eV. As for the maximum force: 0.4 eV/A. Its structure (SMILES) is Nc1[nH]ccc1O.

```
13
Properties=species:S:1:pos:R:3:mulliken_charge:R:1
O 0.8242 -1.9716 0.1793 -0.574
N -0.4709 1.2907 -0.1538 0.044
N 1.9098 0.9017 0.0445 -0.600
C 0.0509 -0.8440 0.0627 0.687
C 0.5851 0.4193 -0.0160 -0.130
C -1.3648 -0.7350 -0.0184 -0.545
C -1.6500 0.6042 -0.1536 -0.688
H -2.0848 -1.5434 0.0031 0.353
H -0.3543 2.2906 -0.1728 0.213
H 2.3644 0.8577 -0.8639 0.247
H -2.5978 1.1117 -0.2582 0.385
H 0.2856 -2.6654 0.5761 0.326
H 2.4549 0.3230 0.6753 0.282
```

# 6
Molecular formula: C4H18N2O3
Method: DFT, wB97M-V/def2-TZVPD

The value obtained for the total energy is -498.34342 a.u. The multiplicity is 1. The LUMO energy comes out at 0.04 eV. For the HOMO-LUMO gap, the calculation gives 8.53 eV. As for the maximum force: 2.6 eV/A. Its structure (SMILES) is CCCNCN.O.O.O.

```
27
Properties=species:S:1:pos:R:3:mulliken_charge:R:1
O -2.5619 -0.1753 2.3445 -0.626
O 0.0729 -0.5575 3.2273 -0.615
O -0.1952 -2.6848 0.5387 -0.601
N 0.6482 -0.0561 -1.3504 -0.223
N 2.6428 -1.1238 -0.4107 -0.634
C 2.0049 -0.5617 -1.6338 -0.555
C 0.6552 1.3852 -1.2139 -0.319
C -0.6802 2.0391 -1.2441 -0.596
C -1.9057 1.5960 -0.3723 -0.414
H 2.4015 -0.5793 0.4221 0.274
H -2.3976 2.5296 -0.1213 0.406
H 2.6458 0.2523 -2.0938 0.337
H -0.1596 -3.0129 -0.3647 0.290
H 0.9865 1.6346 -0.1953 0.232
H -2.2803 -1.0092 2.7303 0.356
H -2.6017 1.1393 -1.0641 0.281
H 0.9849 -0.8803 3.1921 0.311
H 0.1587 -3.2229 1.2470 0.310
H -0.7684 3.0966 -0.9919 0.329
H -1.0428 1.8589 -2.2690 0.289
H -1.7966 0.1412 1.8648 0.182
H -0.2022 -0.9551 2.3858 0.229
H 2.1146 -1.9870 -0.2336 0.312
H 1.7592 -1.3423 -2.4153 0.306
H 1.2821 2.0038 -1.9368 0.309
H -1.9006 0.9085 0.5228 -0.339
H 0.1354 -0.4373 -0.5642 0.169
```